[1]
Molecular formula: C24H44B7F28N8
Method: DFT, ωB97M-V/def2-TZVPD

Gap between HOMO and LUMO   9.8 eV
Energy   -4351.00118 hartree
E_LUMO   0.1772 Ha
HOMO energy   -5.02 eV

Geometry as ORCA input:
```
! wB97M-V def2-TZVPD RIJCOSX def2/J DEFGRID3
* xyz -3 1
C -0.41226 -1.19182 -1.92142
C -0.00743 -2.14572 -0.78799
N 0.21432 -1.52811 0.43023
C -0.71356 -1.51314 1.51674
C -0.21244 -0.70466 2.45420
N 0.95802 -0.10876 1.92394
C 1.20188 -0.64699 0.69097
C 1.65064 0.93449 2.52968
H -1.34031 -0.62135 -1.75311
H -0.48454 -1.84275 -2.79686
H 0.30211 -0.39878 -2.16210
H 0.85027 -2.71684 -1.07692
H -0.76427 -2.95588 -0.73193
H -1.63802 -2.11640 1.49755
H -0.68264 -0.33238 3.35202
H 1.99470 -0.47393 -0.00929
H 1.07710 1.82889 2.69101
H 2.54486 1.21430 1.96862
H 1.99425 0.62111 3.51088
C -4.83026 2.65040 -3.03177
C -3.97646 1.69184 -2.16718
N -4.79550 1.41383 -0.98660
C -6.21786 1.17370 -1.10520
C -6.71900 1.12693 0.14009
N -5.70246 1.31756 1.02021
C -4.51632 1.43029 0.31935
C -5.78983 1.50891 2.41925
H -5.74694 2.18643 -3.33626
H -4.25458 3.09856 -3.83738
H -5.23066 3.40871 -2.36075
H -2.98463 2.13040 -1.92353
H -3.84289 0.76585 -2.69060
H -6.67337 1.13908 -2.06587
H -7.72228 0.85907 0.35230
H -3.57657 1.64311 0.72631
H -6.20741 2.55502 2.47800
H -4.87587 1.33194 2.97813
H -6.52279 0.82243 2.84853
C 0.46179 -5.85552 3.30193
C 0.22781 -4.90629 2.18980
N 1.42453 -4.39274 1.56659
C 1.98655 -4.65848 0.26800
C 3.09538 -3.96537 0.18358
N 3.20128 -3.23271 1.28973
C 2.20327 -3.46459 2.12529
C 4.34316 -2.41922 1.60935
H 1.33777 -5.55078 3.92352
H 0.76531 -6.86388 3.04745
H -0.34544 -5.83059 4.01060
H -0.25149 -4.04454 2.68679
H -0.50131 -5.27399 1.48210
H 1.61530 -5.47399 -0.35599
H 3.81031 -3.82643 -0.58586
H 2.03727 -2.84510 3.02882
H 4.48151 -1.55455 0.94072
H 5.16577 -3.09671 1.44245
H 4.25724 -2.13360 2.65214
C 1.29374 2.90527 -4.76843
C 0.85713 3.51463 -3.41932
N 2.02369 3.84414 -2.60868
C 2.57815 5.09862 -2.51089
C 3.48559 5.05739 -1.54116
N 3.57968 3.72774 -1.08402
C 2.66013 3.04009 -1.73961
C 4.67519 3.09783 -0.33653
H 0.37699 2.93199 -5.38982
H 1.52200 1.81985 -4.70885
H 2.17386 3.36632 -5.35593
H 0.13553 2.88160 -2.83940
H 0.42298 4.51115 -3.65415
H 2.26447 5.99224 -3.08637
H 4.06332 5.89371 -1.16509
H 2.44391 1.99746 -1.47337
H 4.42242 3.24527 0.65451
H 5.59590 3.57813 -0.57906
H 4.61812 2.03199 -0.59190
B -0.57271 2.67497 -0.28992
F -1.27969 3.28715 -1.34232
F -1.51782 2.13032 0.62683
F 0.23573 1.60894 -0.80449
F 0.25741 3.63555 0.32362
B 3.21686 -1.96428 5.34896
F 2.34607 -3.03571 5.81437
F 4.53965 -2.35423 5.12116
F 2.57923 -1.48456 4.08141
F 3.09651 -0.87584 6.23606
B 0.42895 -7.78621 -0.43323
F -0.06577 -8.49802 -1.61424
F 0.33453 -8.58925 0.73547
F 1.82188 -7.46962 -0.51080
F -0.33098 -6.55861 -0.29401
B 6.19679 6.43881 0.13145
F 4.93704 5.94634 0.66964
F 5.84461 7.23159 -1.09084
F 6.85212 7.33695 0.99585
F 6.98634 5.34834 -0.26286
B -3.75408 -1.47121 4.30594
F -2.34156 -1.60305 4.75058
F -4.34906 -2.72282 4.43588
F -4.39620 -0.55006 5.17504
F -3.76360 -0.85418 3.02023
B 3.66605 -0.62493 -2.11543
F 4.69214 -0.14833 -2.92689
F 3.96150 -0.51776 -0.69026
F 2.48458 0.22697 -2.33943
F 3.28243 -1.92644 -2.45261
B -8.04833 1.30405 -4.88340
F -7.44093 2.56599 -5.09997
F -7.95726 1.10676 -3.44199
F -9.39841 1.24407 -5.28656
F -7.39981 0.24664 -5.60539
*
```


[2]
Molecular formula: C24H44BF4N8
Method: DFT, ωB97M-V/def2-TZVPD

Gap between HOMO and LUMO   9.4 eV
Energy   -1802.10282 hartree
E_LUMO   -0.2433 Ha
HOMO energy   -16.04 eV
ΔE to the lowest compared entry with this formula, charge and spin   11.8266 eV

Geometry as ORCA input:
```
! wB97M-V def2-TZVPD RIJCOSX def2/J DEFGRID3
* xyz 3 1
C 15.64238 0.51624 -19.58532
C 15.74196 1.96595 -19.40063
N 14.88173 2.65022 -18.44832
C 13.56379 2.57036 -18.34696
C 13.08698 3.33988 -17.22694
N 14.20474 3.66849 -16.53052
C 15.25015 3.50366 -17.38455
C 14.26708 4.32263 -15.23115
H 16.18137 0.40321 -20.52596
H 14.62892 0.12956 -19.69236
H 16.20645 -0.22377 -19.01758
H 15.51049 2.49851 -20.32307
H 16.75850 2.28322 -19.16804
H 12.89777 1.95578 -18.93442
H 12.09368 3.37537 -16.80444
H 16.29410 3.74211 -17.24416
H 13.80504 5.30808 -15.29036
H 15.30438 4.39925 -14.90522
H 13.52283 3.71364 -14.71801
C 7.86686 1.28004 -15.27125
C 9.08197 2.10741 -14.79625
N 10.17877 1.18503 -14.45912
C 10.30225 0.46219 -13.24061
C 11.40395 -0.36645 -13.27496
N 12.12187 0.12922 -14.34395
C 11.41496 1.13282 -14.96121
C 13.52749 -0.21989 -14.47921
H 7.91911 0.96543 -16.31354
H 6.89294 1.72176 -15.06038
H 7.73652 0.42966 -14.60195
H 8.85337 2.78764 -13.97580
H 9.29334 2.70231 -15.68480
H 9.44341 0.56217 -12.59345
H 11.83101 -1.04482 -12.55119
H 11.83543 1.70682 -15.77370
H 13.84490 -0.62066 -13.51655
H 14.25007 0.58474 -14.61544
H 13.74626 -0.86278 -15.33182
C 7.98856 4.24930 -14.44952
C 7.11407 5.22418 -15.23582
N 6.82807 4.88923 -16.64736
C 7.59671 4.16083 -17.51371
C 6.87122 4.09145 -18.71043
N 5.65573 4.62198 -18.57217
C 5.64369 5.17760 -17.27041
C 4.55426 4.58497 -19.55435
H 8.76953 3.75862 -15.03040
H 7.52216 3.38105 -13.98400
H 8.43577 4.75572 -13.59416
H 7.46538 6.23705 -15.03895
H 6.16457 5.20165 -14.70100
H 8.60052 3.85264 -17.26114
H 7.00553 3.50747 -19.60895
H 4.83394 5.72275 -16.80832
H 4.97989 5.04482 -20.44624
H 3.66238 5.09365 -19.18843
H 4.28275 3.58513 -19.89303
C 10.00067 6.21630 -14.68471
C 9.83112 7.56014 -15.44555
N 9.17953 8.58539 -14.71848
C 7.89987 8.62951 -14.22935
C 7.59588 9.90751 -13.61362
N 8.80344 10.66618 -13.66475
C 9.70244 9.84061 -14.32488
C 8.98690 11.98414 -13.02066
H 9.05027 5.73587 -14.45228
H 10.43525 6.45165 -13.71318
H 10.60616 5.48638 -15.22202
H 9.32752 7.34121 -16.38712
H 10.76463 8.01518 -15.77661
H 7.22714 7.80303 -14.40472
H 6.69727 10.26129 -13.13015
H 10.58600 10.29575 -14.74743
H 9.49901 12.61661 -13.74580
H 9.58078 12.10797 -12.11508
H 8.04531 12.53130 -12.97460
B 10.87410 4.02842 -16.38813
F 10.77571 3.47498 -17.64575
F 9.59165 4.15124 -15.84181
F 11.68872 3.29882 -15.58546
F 11.35239 5.29044 -16.51201
*
```